This record from the Open Molecules 2025 dataset describes a structure of composition C27H18Co2O6P at a distorted geometry. The level of theory is ωB97M-V/def2-TZVPD.

XYZ file:
```
54
Properties=species:S:1:pos:R:3:nbo_charge:R:1
C 3.36 2.40 3.07 -0.215
C 3.61 1.66 1.91 -0.216
C 2.54 1.09 1.19 -0.198
C 1.21 1.25 1.66 -0.377
P -0.20 0.35 0.94 1.207
C -0.10 -1.33 1.58 -0.378
C -0.95 -2.34 1.06 -0.202
C -1.04 -3.56 1.73 -0.213
C -0.28 -3.79 2.88 -0.219
C 0.58 -2.82 3.37 -0.240
C 0.69 -1.60 2.71 -0.134
C -1.72 1.08 1.58 -0.273
C -2.24 2.31 1.13 -0.270
C -3.28 2.92 1.84 -0.204
C -3.82 2.32 2.98 -0.257
C -3.32 1.10 3.42 -0.214
C -2.29 0.48 2.72 -0.229
C 0.99 2.03 2.81 -0.128
C 2.05 2.58 3.52 -0.238
H 4.20 2.81 3.62 0.208
H 4.63 1.48 1.55 0.218
H 2.73 0.52 0.27 0.240
H -1.50 -2.13 0.14 0.241
H -1.74 -4.31 1.34 0.216
H -0.40 -4.73 3.40 0.206
H 1.15 -2.99 4.28 0.206
H 1.38 -0.84 3.07 0.208
H -1.81 2.76 0.23 0.218
H -3.65 3.89 1.49 0.210
H -4.61 2.82 3.52 0.204
H -3.71 0.64 4.32 0.205
H -1.92 -0.48 3.06 0.222
H -0.02 2.20 3.16 0.219
H 1.86 3.13 4.44 0.210
O -2.30 2.05 -5.78 -0.552
C -1.52 1.22 -5.55 0.555
Co -0.35 -0.08 -5.30 -0.061
C -1.40 -1.48 -4.88 0.473
O -2.06 -2.44 -4.70 -0.559
C -0.25 -0.23 -7.07 0.508
O -0.23 -0.40 -8.21 -0.547
C 0.28 0.64 -3.52 -0.480
C 0.28 -0.02 -2.33 -0.113
C 0.24 0.10 -0.93 -0.715
Co 1.30 -0.86 -3.59 -0.074
C 0.78 -2.38 -2.85 0.526
O 0.39 -3.33 -2.27 -0.559
C 3.10 -1.06 -3.38 0.512
O 4.27 -1.19 -3.41 -0.555
C 1.52 -1.49 -5.33 0.437
O 2.04 -2.15 -6.15 -0.571
H 0.47 1.72 -3.58 0.184
H 0.88 -0.72 -0.52 0.219
H 0.16 1.21 -0.65 0.142
```

Values from the calculation:
HOMO level = -0.0642 Eh
2S+1 = 1
DFT total energy = -4597.77125 hartree
Frontier orbital gap = 4.13 eV
Total charge = -1
LUMO = 2.38 eV

---

This record from the Open Molecules 2025 dataset describes a cluster of 2 separate species, H3NO2S2 in total at a distorted geometry. The level of theory is ωB97M-V/def2-TZVPD.

XYZ file:
```
8
Properties=species:S:1:pos:R:3:nbo_charge:R:1
N -0.54 0.98 0.41 -0.233
O 0.96 -0.36 -0.56 -0.736
O -1.66 0.66 -0.22 -0.481
S 2.01 -1.01 0.35 0.670
S -2.28 -0.84 0.20 0.285
H -0.19 1.69 -0.25 0.298
H 2.76 0.09 0.17 0.073
H -1.05 -1.21 -0.11 0.122
```

Values from the calculation:
HOMO level (alpha / beta) = -0.3015 / -0.3424 Eh
Energy above the lowest of the compared OMol25 structures with the same formula, charge and spin = 2.2217 eV
2S+1 = 3
DFT total energy = -1003.17678 hartree
Frontier orbital gap (alpha / beta) = 8.66 / 7.62 eV
Total charge = 0
LUMO (alpha / beta) = 0.46 / -1.69 eV
Expectation value of S² = 2.01

---

This record from the Open Molecules 2025 dataset describes a structure of composition C34H53BClI2N5O3OsS. The level of theory is ωB97M-V/def2-TZVPD.

XYZ file:
```
101
Properties=species:S:1:pos:R:3:mulliken_charge:R:1
Os -2.26 -1.65 0.65 2.068
I -3.61 -3.74 -0.77 0.173
C -2.29 -4.29 -2.37 -0.872
I -1.67 -2.72 -3.62 0.181
H -2.86 -5.01 -2.94 0.469
H -1.43 -4.75 -1.90 0.374
C -3.56 0.95 2.37 -1.566
C -2.16 1.23 1.83 2.997
C -1.41 2.20 2.74 -1.771
C -1.30 -0.02 1.60 -2.441
H -4.18 1.85 2.29 0.432
H -3.53 0.68 3.43 0.188
H -4.08 0.16 1.84 0.306
H -2.29 1.74 0.86 -1.660
H -1.30 1.78 3.74 0.443
H -1.96 3.14 2.84 0.419
H -0.42 2.43 2.35 0.413
H -0.86 -0.33 2.56 0.845
H -0.44 0.26 0.99 0.774
C 6.04 -4.84 1.31 -1.593
C 4.76 -5.56 0.88 1.927
C 5.03 -6.36 -0.41 -1.561
C 4.36 -6.53 1.98 -1.992
C 3.66 -4.53 0.59 0.524
C 3.92 -3.48 -0.30 -0.538
C 2.97 -2.52 -0.64 -2.091
C 1.74 -2.65 -0.05 0.924
O 0.60 -1.84 -0.19 -0.102
B -0.35 -2.44 0.60 0.480
O 0.14 -3.56 1.26 -0.670
C 1.47 -3.67 0.82 0.473
C 2.40 -4.63 1.17 -1.119
H 6.79 -5.57 1.61 0.453
H 5.86 -4.17 2.16 0.374
H 6.48 -4.24 0.50 0.335
H 5.83 -7.08 -0.24 0.438
H 5.33 -5.71 -1.23 0.360
H 4.14 -6.91 -0.72 0.368
H 5.19 -7.21 2.19 0.427
H 3.50 -7.15 1.70 0.355
H 4.12 -6.02 2.92 0.417
H 4.90 -3.41 -0.75 0.418
H 3.20 -1.72 -1.33 0.560
H 2.14 -5.43 1.85 0.607
C -0.67 3.83 -0.95 -0.346
C -1.97 4.24 -1.67 2.398
C -2.02 5.77 -1.69 -1.979
C -3.16 3.77 -0.81 -1.597
C -2.08 3.65 -3.13 1.532
O -3.45 3.56 -3.49 -0.634
C -1.36 4.47 -4.25 -1.559
C 0.03 4.07 -4.78 -1.329
C 1.17 4.22 -3.81 0.014
C 1.92 3.12 -3.40 0.118
C 2.92 3.24 -2.45 -1.072
C 3.19 4.48 -1.90 0.379
Cl 4.42 4.64 -0.69 -0.210
C 2.50 5.60 -2.33 -0.961
C 1.50 5.47 -3.28 0.175
C -1.56 2.21 -3.27 -2.361
N -2.17 1.21 -2.39 1.312
C -1.56 0.51 -1.46 -0.934
N -2.43 -0.37 -0.93 -0.183
C -3.60 -0.13 -1.63 -0.512
N -3.47 0.81 -2.52 -0.705
H -0.61 4.38 -0.01 0.742
H 0.22 4.07 -1.52 -0.782
H -0.65 2.77 -0.70 -0.356
H -2.22 6.13 -0.68 0.537
H -2.83 6.15 -2.33 0.338
H -1.08 6.21 -2.02 0.395
H -2.95 4.02 0.24 0.470
H -3.35 2.70 -0.87 -0.027
H -4.08 4.27 -1.09 0.485
H -3.84 4.44 -3.48 0.582
H -1.33 5.52 -3.97 0.617
H -2.04 4.40 -5.10 0.349
H 0.22 4.72 -5.64 0.532
H 0.03 3.06 -5.18 0.331
H 1.72 2.15 -3.84 0.510
H 3.50 2.38 -2.14 0.498
H 2.74 6.57 -1.91 0.446
H 0.96 6.35 -3.61 0.570
H -0.49 2.18 -3.07 0.393
H -1.75 1.88 -4.29 0.573
H -0.52 0.61 -1.20 0.743
H -4.51 -0.67 -1.48 0.441
C -2.13 -1.62 6.43 -1.032
N -2.58 -1.76 5.04 -0.144
C -1.93 -2.22 3.99 0.749
S -2.96 -2.48 2.53 -0.645
N -0.67 -2.57 3.93 0.024
C 0.40 -2.37 4.91 -1.074
H -2.96 -1.22 7.00 0.378
H -1.29 -0.94 6.51 0.347
H -1.87 -2.59 6.85 0.346
H -3.55 -1.54 4.87 0.331
H -0.41 -3.03 3.06 0.164
H 0.18 -2.87 5.85 0.381
H 0.57 -1.31 5.08 0.374
H 1.30 -2.80 4.49 0.320
```

Values from the calculation:
HOMO level (alpha / beta) = -0.4647 / -0.4647 Eh
2S+1 = 1
DFT total energy = -3395.72229 hartree
Frontier orbital gap (alpha / beta) = 4.76 / 4.87 eV
Total charge = +2
LUMO (alpha / beta) = -7.89 / -7.78 eV

---

This record from the Open Molecules 2025 dataset describes an isolated molecule of C22H29N3O2S. The level of theory is ωB97M-V/def2-TZVPD.

XYZ file:
```
57
Properties=species:S:1:pos:R:3:nbo_charge:R:1
C -7.98 -1.78 -1.59 -0.733
S -7.14 -2.30 -0.07 0.170
C -5.49 -1.54 -0.32 -0.525
C -5.29 -0.31 0.57 -0.044
C -6.17 0.86 0.13 -0.644
N -3.86 -0.02 0.64 -0.460
C -3.28 0.57 -0.55 -0.223
C -1.76 0.45 -0.48 -0.424
C -1.24 1.18 0.76 0.095
O 0.16 0.98 0.94 -0.513
C 1.05 1.68 0.19 0.392
C 0.75 2.66 -0.75 -0.313
C 1.77 3.31 -1.42 -0.192
C 3.09 3.00 -1.17 -0.199
C 3.41 2.01 -0.24 -0.111
C 4.85 1.72 0.00 0.659
O 5.73 2.54 -0.22 -0.627
N 5.12 0.48 0.48 -0.611
C 6.47 0.01 0.64 -0.259
C 6.58 -1.44 0.27 0.213
C 7.82 -2.07 0.16 -0.246
C 7.86 -3.41 -0.16 -0.158
C 6.66 -4.09 -0.37 -0.267
C 5.48 -3.38 -0.23 0.053
N 5.44 -2.10 0.08 -0.461
C 2.39 1.37 0.44 -0.270
C -1.94 0.61 1.99 -0.403
C -3.45 0.71 1.82 -0.214
H -8.99 -2.18 -1.54 0.230
H -7.47 -2.20 -2.46 0.212
H -8.02 -0.70 -1.65 0.211
H -5.41 -1.31 -1.38 0.209
H -4.76 -2.30 -0.06 0.236
H -5.59 -0.60 1.59 0.203
H -6.00 1.11 -0.92 0.201
H -7.22 0.60 0.26 0.225
H -5.96 1.74 0.74 0.212
H -3.64 0.04 -1.43 0.206
H -3.55 1.64 -0.65 0.162
H -1.48 -0.61 -0.40 0.215
H -1.31 0.85 -1.39 0.213
H -1.46 2.25 0.68 0.169
H -0.27 2.92 -0.97 0.214
H 1.52 4.07 -2.15 0.214
H 3.89 3.51 -1.69 0.235
H 4.42 -0.25 0.46 0.427
H 7.13 0.63 0.02 0.242
H 6.79 0.14 1.68 0.207
H 8.72 -1.50 0.33 0.220
H 8.80 -3.92 -0.26 0.219
H 6.65 -5.14 -0.62 0.222
H 4.52 -3.86 -0.38 0.195
H 2.59 0.62 1.20 0.223
H -1.62 1.15 2.88 0.215
H -1.65 -0.44 2.09 0.213
H -3.94 0.27 2.69 0.208
H -3.74 1.78 1.77 0.159
```

Values from the calculation:
HOMO level = -0.3113 Eh
SMILES = CSC[C@H](C)N1CCC(Oc2cccc(C(=O)NCc3ccccn3)c2)CC1
Energy above the lowest of the compared OMol25 structures with the same formula, charge and spin = 1.0044 eV
2S+1 = 1
DFT total energy = -1568.67808 hartree
Frontier orbital gap = 9.25 eV
Total charge = 0
LUMO = 0.78 eV

---

This record from the Open Molecules 2025 dataset describes a cluster of 2 separate species, CH5N3O2 in total at a distorted geometry. The level of theory is ωB97M-V/def2-TZVPD.

XYZ file:
```
11
Properties=species:S:1:pos:R:3:nbo_charge:R:1
C 1.28 1.12 -0.31 -0.104
N 0.65 0.04 -0.25 -0.269
N 1.27 -1.06 0.34 -0.633
H 0.81 1.98 -0.82 0.211
H 2.19 1.08 0.25 0.154
H 2.10 -0.80 0.93 0.330
H 0.62 -1.53 1.06 0.375
O -3.71 0.01 0.17 -0.319
N -2.50 0.11 0.19 0.319
O -1.83 -0.62 -0.73 -0.567
H -0.89 -0.34 -0.84 0.502
```

Values from the calculation:
HOMO level = -0.3544 Eh
SMILES = C=NN.O=NO
Energy above the lowest of the compared OMol25 structures with the same formula, charge and spin = 3.5326 eV
2S+1 = 1
DFT total energy = -355.69440 hartree
Frontier orbital gap = 10.34 eV
Total charge = 0
LUMO = 0.70 eV

---

This record from the Open Molecules 2025 dataset describes an isolated molecule of CH6N2 at a distorted geometry. The level of theory is ωB97M-V/def2-TZVPD.

XYZ file:
```
9
Properties=species:S:1:pos:R:3:nbo_charge:R:1
N 0.03 -1.20 -0.59 -0.819
C -0.50 0.01 -0.08 -0.053
N 0.32 0.87 0.84 -0.851
H 0.90 -0.97 -1.07 0.347
H 0.24 -1.88 0.12 0.362
H -0.83 0.67 -0.89 0.150
H -1.44 -0.17 0.45 0.171
H -0.01 1.82 0.72 0.352
H 1.28 0.84 0.49 0.341
```

Values from the calculation:
HOMO level = -0.3389 Eh
SMILES = NCN
Energy above the lowest of the compared OMol25 structures with the same formula, charge and spin = 0.1782 eV
2S+1 = 1
DFT total energy = -151.19243 hartree
Frontier orbital gap = 10.40 eV
Total charge = 0
LUMO = 1.17 eV

---

This record from the Open Molecules 2025 dataset describes an isolated molecule of CH4N2 at a distorted geometry. The level of theory is ωB97M-V/def2-TZVPD.

XYZ file:
```
7
Properties=species:S:1:pos:R:3:nbo_charge:R:1
H 1.71 -0.83 0.57 0.348
N 1.16 0.01 0.44 -0.739
C 0.12 -0.24 -0.25 0.287
N -1.14 0.29 -0.11 -0.817
H 0.07 -1.22 -0.79 0.117
H -1.18 1.10 0.48 0.407
H -1.57 0.06 -1.00 0.396
```

Values from the calculation:
HOMO level = -0.3391 Eh
SMILES = [H]/N=C/N
Energy above the lowest of the compared OMol25 structures with the same formula, charge and spin = 1.6252 eV
2S+1 = 1
DFT total energy = -149.98343 hartree
Frontier orbital gap = 10.23 eV
Total charge = 0
LUMO = 1.00 eV

---

This record from the Open Molecules 2025 dataset describes a cluster of 2 separate species, C5H14N3 in total. The level of theory is ωB97M-V/def2-TZVPD.

XYZ file:
```
22
Properties=species:S:1:pos:R:3:nbo_charge:R:1
C 2.01 2.20 2.04 -0.670
C 1.50 2.04 0.65 0.144
C 1.08 3.00 -0.14 -0.379
N 1.43 0.65 0.16 -0.752
H 2.49 3.17 2.17 0.258
H 1.22 2.12 2.78 0.247
H 2.79 1.47 2.29 0.223
H 0.69 2.82 -1.13 0.215
H 1.11 4.03 0.18 0.237
H 1.91 0.03 0.81 0.421
H 1.91 0.55 -0.73 0.427
H 0.37 0.27 -0.02 0.463
C -2.21 -3.58 -1.27 -0.415
N -1.42 -2.51 -0.69 -0.552
C -1.77 -1.23 -0.72 0.362
N -1.01 -0.26 -0.32 -0.843
H -2.08 -4.48 -0.70 0.224
H -3.26 -3.33 -1.26 0.219
H -1.90 -3.82 -2.29 0.209
H -0.50 -2.72 -0.35 0.401
H -2.75 -1.04 -1.16 0.184
H -1.57 0.60 -0.33 0.376
```

Values from the calculation:
HOMO level = -0.4806 Eh
Energy above the lowest of the compared OMol25 structures with the same formula, charge and spin = 1.3339 eV
2S+1 = 1
DFT total energy = -362.93015 hartree
Frontier orbital gap = 10.35 eV
Total charge = +1
LUMO = -2.73 eV

---

This record from the Open Molecules 2025 dataset describes a cluster of 2 separate species, C2H3N3O3 in total at a distorted geometry. The level of theory is ωB97M-V/def2-TZVPD.

XYZ file:
```
11
Properties=species:S:1:pos:R:3:nbo_charge:R:1
C -0.55 -0.15 0.09 0.383
C 1.10 -1.53 -0.04 0.446
H -2.62 -1.10 0.37 0.418
H 1.53 -2.44 0.04 0.187
H 1.43 2.55 0.16 0.488
N -1.51 0.73 0.01 -0.104
N -0.25 -1.52 -0.11 -0.523
N 0.86 0.60 0.51 0.114
O -2.72 0.15 -0.10 -0.488
O 1.84 -0.38 -0.10 -0.347
O 1.21 1.77 -0.26 -0.575
```

Values from the calculation:
HOMO level = -0.3326 Eh
Energy above the lowest of the compared OMol25 structures with the same formula, charge and spin = 7.2167 eV
2S+1 = 1
DFT total energy = -467.69911 hartree
Frontier orbital gap = 8.66 eV
Total charge = 0
LUMO = -0.39 eV

---

This record from the Open Molecules 2025 dataset describes the ion C3H3INO3 with charge -1 at a distorted geometry. The level of theory is ωB97M-V/def2-TZVPD.

XYZ file:
```
11
Properties=species:S:1:pos:R:3:nbo_charge:R:1
O -1.37 -2.12 0.79 -0.632
C -1.31 -1.28 -0.05 0.546
N -0.35 -0.56 -0.48 -0.644
C 0.68 -0.02 0.34 -0.258
I 2.65 -0.77 -0.16 -0.015
C 0.68 1.65 0.09 0.769
O -0.35 1.99 -0.57 -0.774
O 1.54 2.30 0.69 -0.717
H -2.07 -1.25 -0.84 0.059
H -0.58 0.24 -1.20 0.444
H 0.49 -0.18 1.39 0.222
```

Values from the calculation:
HOMO level = -0.1863 Eh
SMILES = O=CN[C@@H](I)C(=O)[O-]
Energy above the lowest of the compared OMol25 structures with the same formula, charge and spin = 0.9614 eV
2S+1 = 1
DFT total energy = -694.36751 hartree
Frontier orbital gap = 8.02 eV
Total charge = -1
LUMO = 2.95 eV

---

This record from the Open Molecules 2025 dataset describes an isolated molecule of C2H2OS2 at a distorted geometry. The level of theory is ωB97M-V/def2-TZVPD.

XYZ file:
```
7
Properties=species:S:1:pos:R:3:nbo_charge:R:1
C 0.15 0.59 -0.86 0.286
C 0.08 0.44 0.53 -0.453
O 0.56 1.64 -1.33 -0.496
S -0.80 -2.81 0.71 -0.237
S -0.38 -1.05 1.45 0.483
H -0.02 -0.18 -1.57 0.150
H 0.41 1.37 1.07 0.267
```

Values from the calculation:
HOMO level (alpha / beta) = -0.3425 / -0.3424 Eh
Energy above the lowest of the compared OMol25 structures with the same formula, charge and spin = 1.9509 eV
2S+1 = 1
DFT total energy = -948.93333 hartree
Frontier orbital gap (alpha / beta) = 6.74 / 6.74 eV
Total charge = 0
LUMO (alpha / beta) = -2.58 / -2.58 eV

---

This record from the Open Molecules 2025 dataset describes an isolated molecule of C3H5NO at a distorted geometry. The level of theory is ωB97M-V/def2-TZVPD.

XYZ file:
```
10
Properties=species:S:1:pos:R:3:nbo_charge:R:1
O -1.98 0.29 -1.66 -0.534
C -0.91 0.24 -1.12 0.520
N -0.58 -0.64 -0.09 -0.417
C 0.78 -0.79 0.37 -0.256
C 0.23 0.47 0.84 -0.260
H -0.14 1.02 -1.20 0.072
H 0.85 -1.58 1.10 0.222
H 1.60 -0.76 -0.35 0.206
H 0.74 1.40 0.52 0.219
H -0.40 0.59 1.69 0.229
```

Values from the calculation:
HOMO level = -0.3633 Eh
SMILES = O=CN1CC1
Energy above the lowest of the compared OMol25 structures with the same formula, charge and spin = 2.6031 eV
2S+1 = 1
DFT total energy = -247.21157 hartree
Frontier orbital gap = 10.78 eV
Total charge = 0
LUMO = 0.89 eV